# 1
Here is C50H48BaN5O2P2S4 as an isolated structure at a distorted geometry from the Open Molecules 2025 dataset. Energies are from the ωB97M-V functional and the def2-TZVPD basis.

ORCA input file:
```
! RIJCOSX wB97M-V def2-TZVPD def2/J DEFGRID3
* xyz -1 1
Ba -0.012 -1.081 -0.650
S 2.015 -2.286 3.826
C 1.396 -1.419 2.536
S 2.409 -0.921 1.208
S -0.312 -1.003 2.504
C 3.336 2.439 -0.365
N 3.163 3.797 0.091
C 1.879 4.180 0.616
P 1.079 2.834 1.631
C -0.328 3.902 2.143
C -0.536 4.347 3.444
C -1.633 5.143 3.752
C -2.527 5.520 2.761
C -2.325 5.088 1.456
C -1.242 4.276 1.155
C 2.130 2.841 3.120
C 1.920 1.818 4.044
C 2.709 1.724 5.180
C 3.725 2.644 5.398
C 3.948 3.659 4.479
C 3.155 3.760 3.346
C 4.148 4.757 -0.103
C 3.817 6.113 -0.252
C 4.800 7.069 -0.441
C 6.140 6.720 -0.499
C 6.479 5.382 -0.348
C 5.510 4.415 -0.147
P 1.935 1.823 -1.446
C 2.930 0.793 -2.583
C 2.825 0.871 -3.967
C 3.538 -0.004 -4.774
C 4.379 -0.949 -4.207
C 4.494 -1.028 -2.827
C 3.765 -0.173 -2.017
C 1.597 3.299 -2.477
C 0.274 3.569 -2.812
C -0.055 4.684 -3.572
C 0.941 5.552 -3.992
C 2.267 5.293 -3.665
C 2.592 4.170 -2.922
H 3.410 1.720 0.462
H 4.249 2.378 -0.951
H 1.151 4.422 -0.174
H 1.998 5.073 1.231
H 0.162 4.067 4.223
H -1.783 5.472 4.773
H -3.378 6.145 3.003
H -3.017 5.375 0.674
H -1.106 3.923 0.137
H 1.158 1.070 3.861
H 2.550 0.902 5.865
H 4.356 2.557 6.274
H 4.749 4.371 4.635
H 3.355 4.549 2.634
H 2.780 6.416 -0.261
H 4.505 8.105 -0.563
H 6.903 7.471 -0.652
H 7.519 5.082 -0.369
H 5.817 3.393 0.018
H 2.167 1.601 -4.422
H 3.424 0.047 -5.849
H 4.925 -1.638 -4.839
H 5.130 -1.778 -2.374
H 3.835 -0.277 -0.940
H -0.505 2.897 -2.471
H -1.090 4.874 -3.831
H 0.689 6.428 -4.576
H 3.050 5.966 -3.990
H 3.631 3.973 -2.691
C -4.078 -3.216 0.233
O -3.998 -1.985 0.959
C -3.145 -1.055 0.504
O -2.433 -1.201 -0.480
N -3.197 0.058 1.260
N -2.234 1.063 1.022
H -5.131 -3.397 0.029
H -3.679 -4.011 0.859
H -3.515 -3.154 -0.694
H -3.534 -0.081 2.204
H -1.373 0.794 1.524
H -2.591 1.917 1.437
S 0.836 -2.331 -5.632
C 1.852 -3.401 -4.772
C 1.727 -3.243 -3.425
C 0.790 -2.242 -2.986
C 0.235 -1.675 -4.109
C -0.828 -0.667 -4.156
C -1.531 -0.379 -5.339
C -2.554 0.542 -5.319
C -2.898 1.157 -4.120
C -2.171 0.811 -2.998
N -1.160 -0.054 -3.007
H 2.500 -4.077 -5.309
H 2.313 -3.846 -2.740
H -1.269 -0.890 -6.255
H -3.096 0.770 -6.230
H -3.706 1.873 -4.054
H -2.405 1.242 -2.028
C 1.304 -7.216 3.018
C 0.979 -6.024 2.166
C 1.917 -5.451 1.324
C 1.577 -4.325 0.590
N 0.378 -3.755 0.639
C -0.522 -4.304 1.452
C -0.277 -5.426 2.218
H 2.348 -7.506 2.906
H 0.681 -8.071 2.747
H 1.123 -6.995 4.070
H 2.922 -5.847 1.262
H 2.311 -3.834 -0.038
H -1.468 -3.782 1.534
H -1.044 -5.805 2.882
*
```

The value obtained for the gap between HOMO and LUMO is 5.57 eV. The LUMO energy is 0.07497 Eh.


# 2
Here is C50H48BrN6OS3SeSiTl as an isolated structure from the Open Molecules 2025 dataset. Energies are from the ωB97M-V functional and the def2-TZVPD basis.

ORCA input file:
```
! RIJCOSX wB97M-V def2-TZVPD def2/J DEFGRID3
* xyz 0 1
Tl -0.311 -0.122 0.767
S 2.373 -1.252 -0.161
C 3.638 -0.944 1.069
C 4.907 -1.475 0.845
C 5.942 -1.233 1.730
C 5.688 -0.469 2.865
C 4.421 0.029 3.105
C 3.351 -0.186 2.218
S 1.796 0.510 2.609
H 5.076 -2.078 -0.039
H 6.926 -1.642 1.543
H 6.481 -0.271 3.575
H 4.227 0.609 3.997
N -3.574 0.279 -3.168
C -4.141 1.542 -2.891
C -4.438 2.409 -3.931
C -5.024 3.640 -3.672
C -5.279 4.025 -2.367
C -4.953 3.168 -1.323
C -4.413 1.917 -1.579
S -4.107 0.798 -0.243
N -3.089 -0.359 -0.932
C -2.939 -0.471 -2.186
C -2.033 -1.554 -2.690
C -2.285 -2.203 -3.893
C -1.415 -3.206 -4.296
C -0.338 -3.522 -3.488
C -0.177 -2.823 -2.298
N -1.001 -1.860 -1.906
H -3.169 0.199 -4.087
H -4.222 2.110 -4.951
H -5.265 4.301 -4.494
H -5.717 4.990 -2.156
H -5.132 3.465 -0.297
H -3.158 -1.959 -4.484
H -1.587 -3.738 -5.223
H 0.362 -4.299 -3.763
H 0.641 -3.048 -1.622
C -5.958 0.568 2.969
N -4.789 1.369 3.279
C -4.780 2.717 3.575
C -3.498 3.056 3.814
N -2.736 1.916 3.661
C -1.295 1.848 3.814
C -3.530 0.870 3.329
Se -3.062 -0.882 3.035
H -6.826 1.223 2.943
H -6.092 -0.204 3.725
H -5.825 0.082 2.004
H -5.679 3.305 3.597
H -3.060 4.002 4.079
H -0.959 2.721 4.368
H -0.804 1.842 2.841
H -1.018 0.937 4.340
C -5.073 -6.935 3.740
C -4.177 -5.949 3.042
C -4.665 -5.125 2.038
C -3.846 -4.218 1.380
C -4.456 -3.331 0.324
C -2.488 -4.142 1.734
C -1.636 -3.164 1.029
O -0.429 -3.079 1.148
C -1.975 -4.964 2.757
C -0.544 -4.904 3.217
C -2.835 -5.849 3.390
H -6.121 -6.750 3.510
H -4.944 -6.882 4.822
H -4.835 -7.955 3.433
H -5.713 -5.183 1.766
H -5.509 -3.578 0.197
H -3.965 -3.439 -0.645
H -4.381 -2.280 0.610
H -2.162 -2.473 0.348
H 0.146 -5.173 2.418
H -0.399 -5.582 4.058
H -0.270 -3.894 3.521
H -2.446 -6.476 4.185
Br -1.743 5.028 -2.814
C -0.615 4.392 -1.439
C 0.042 5.267 -0.593
C 0.853 4.730 0.392
C 0.982 3.352 0.482
N 0.342 2.519 -0.338
C -0.450 3.027 -1.275
H -0.078 6.337 -0.705
H 1.395 5.372 1.074
H 1.614 2.880 1.229
H -0.969 2.325 -1.921
C 6.784 -2.026 -3.747
C 5.501 -2.503 -3.987
C 4.412 -1.880 -3.398
C 4.580 -0.769 -2.566
C 5.874 -0.299 -2.343
C 6.969 -0.924 -2.926
Si 3.084 0.005 -1.753
C 3.458 1.789 -1.345
C 4.182 2.201 -0.223
C 4.486 3.542 -0.029
C 4.086 4.491 -0.959
C 3.372 4.098 -2.083
C 3.060 2.760 -2.267
H 7.636 -2.512 -4.204
H 5.354 -3.361 -4.632
H 3.415 -2.264 -3.586
H 6.031 0.565 -1.708
H 7.967 -0.548 -2.738
H 1.950 -0.043 -2.712
H 4.506 1.478 0.517
H 5.040 3.841 0.851
H 4.329 5.536 -0.808
H 3.052 4.834 -2.810
H 2.491 2.468 -3.144
*
```

The value obtained for the gap between HOMO and LUMO is 6.70 eV. The LUMO energy is 0.00536 Eh.


What is the formula in the second record? C50H48BrN6OS3SeSiTl


Look up the gap between HOMO and LUMO of the second one. 6.70 eV


Number 2 is which compound? C50H48BrN6OS3SeSiTl


The lowest gap between HOMO and LUMO belongs to which entry? C50H48BaN5O2P2S4